Below is 15 unconnected molecules or ions with the total composition C26H51Cl29IN2O3, with properties calculated with the ωB97M-V functional and the def2-TZVPD basis.

XYZ file:
```
112
Properties=species:S:1:pos:R:3:forces:R:3:mulliken_charge:R:1
C 2.159 -0.130 -5.231 0.690 0.608 0.085 -1.31
C 1.398 1.250 -5.144 0.513 -1.472 0.514 -0.09
C -0.130 1.065 -4.822 0.748 0.518 -0.287 -1.02
I -0.961 -0.819 -5.564 0.068 0.481 0.328 0.07
C -0.473 1.261 -3.318 -1.216 0.966 -1.500 0.75
N 0.337 0.387 -2.420 -1.166 -0.655 0.338 0.58
C 0.493 0.885 -1.025 2.551 0.050 1.985 0.54
Cl -1.043 1.056 -0.127 0.492 0.029 -0.773 0.55
C 1.396 -0.181 -0.270 -0.876 0.468 -0.633 -1.57
C 0.673 -1.538 0.003 1.806 -0.298 -0.142 1.32
C 1.634 -2.723 -0.418 0.295 0.947 -1.181 -0.80
C 1.266 -3.285 -1.810 1.092 0.824 1.201 -0.23
O 0.136 -3.483 -2.054 -2.302 -0.795 -0.781 -0.49
O 2.209 -3.522 -2.784 -0.036 0.583 0.353 -0.46
C 1.358 2.189 -1.075 -0.464 -0.621 -1.369 -1.88
C 0.780 3.273 -2.062 -0.653 0.479 1.452 -0.36
O 0.290 4.341 -1.238 0.942 -0.304 -0.272 -0.43
C -0.456 2.790 -2.959 0.383 0.515 -0.115 -0.56
N -1.715 3.269 -2.368 0.404 -0.835 -0.405 -0.38
H 2.036 -0.594 -6.227 -0.163 0.021 0.715 0.38
H 3.254 0.009 -5.085 -0.644 0.140 -0.180 0.41
H 1.845 -0.830 -4.425 -0.027 0.194 -0.700 0.17
H 1.909 1.798 -4.316 -0.594 0.066 -0.523 0.07
H 1.570 1.805 -6.082 -0.276 -0.201 0.495 0.46
H -0.666 1.837 -5.406 -0.053 -0.594 0.551 0.72
H -1.527 0.932 -3.211 0.919 0.175 0.187 -1.47
H 1.273 0.156 -2.769 -0.101 0.356 -0.159 0.41
H -0.167 -0.515 -2.357 0.214 0.064 -0.162 0.63
H 1.746 0.307 0.660 -0.263 -0.367 -0.412 -0.19
H 2.302 -0.294 -0.913 -0.486 -0.101 0.375 0.59
H -0.313 -1.625 -0.490 0.556 0.034 0.234 1.04
H 0.534 -1.650 1.092 0.148 0.541 -1.000 -1.14
H 1.657 -3.515 0.358 -0.334 0.390 -0.974 0.25
H 2.681 -2.350 -0.472 -1.212 -0.168 -0.091 0.62
H 2.797 -2.757 -2.873 0.320 -0.336 0.350 0.28
H 2.362 1.857 -1.428 -0.525 0.223 0.253 0.52
H 1.488 2.570 -0.046 -0.137 -0.049 -0.584 0.59
H 1.568 3.743 -2.683 -0.369 -0.564 0.235 0.44
H -0.093 3.912 -0.461 -0.402 0.386 -0.175 0.29
H -0.364 3.331 -3.925 0.262 -0.392 0.570 0.83
H -2.175 3.907 -3.003 -0.155 -0.135 0.214 0.29
H -2.326 2.506 -2.099 -0.124 0.285 -0.070 0.11
C -4.765 0.141 -1.109 -0.132 -0.060 0.346 -0.35
Cl -3.539 0.130 -2.389 -0.359 -0.302 -0.207 0.00
Cl -4.521 1.502 -0.009 -0.093 0.070 -0.248 -0.11
H -5.752 0.215 -1.552 0.128 0.109 -0.115 0.38
H -4.677 -0.784 -0.548 0.095 0.060 0.003 0.23
C 2.657 0.965 4.140 -0.244 0.115 0.015 -0.08
Cl 3.948 1.269 2.967 0.035 0.034 0.005 -0.17
Cl 1.314 0.085 3.400 -0.019 -0.133 0.027 -0.08
H 3.057 0.373 4.958 -0.001 -0.042 -0.105 0.38
H 2.291 1.920 4.517 0.002 -0.590 -0.394 -0.10
C 3.167 -5.693 -4.895 -0.149 0.102 0.069 0.59
Cl 4.052 -6.923 -3.983 -0.044 0.023 0.106 -0.18
Cl 4.057 -5.194 -6.339 -0.010 0.053 -0.077 -0.17
H 2.208 -6.103 -5.198 0.102 -0.079 -0.053 0.30
H 3.015 -4.826 -4.260 0.105 -0.241 -0.114 -0.43
C 3.875 3.091 7.309 0.127 -0.042 0.164 -0.28
Cl 2.809 2.132 8.340 0.058 -0.011 0.001 -0.14
Cl 3.068 3.554 5.803 0.243 0.687 0.329 -0.12
H 4.164 3.991 7.842 -0.131 0.000 -0.048 0.33
H 4.755 2.503 7.069 -0.102 -0.022 -0.058 0.26
C 0.618 7.517 -0.640 0.058 -0.141 -0.016 0.04
Cl -0.593 7.707 0.636 0.093 -0.105 -0.227 -0.10
Cl 1.946 8.669 -0.441 0.038 -0.010 -0.068 -0.18
H 1.017 6.510 -0.597 -0.009 0.071 0.049 -0.04
H 0.146 7.687 -1.602 -0.018 0.103 0.091 0.28
C -0.498 -3.794 2.034 -0.080 -0.242 -0.080 -0.45
Cl -1.513 -2.395 1.672 -1.200 -0.389 0.740 0.03
Cl 0.988 -3.302 2.851 -0.029 -0.306 0.329 -0.08
H -1.046 -4.482 2.670 0.007 0.155 0.054 0.41
H -0.238 -4.280 1.099 -0.021 0.044 -0.016 0.35
C -3.842 -0.481 4.393 -0.255 -0.456 -0.040 0.70
Cl -3.962 -0.004 2.689 0.034 -0.035 -0.013 0.02
Cl -5.432 -0.495 5.166 -0.056 -0.013 0.013 -0.15
H -3.410 -1.482 4.451 -0.572 0.569 -0.299 0.02
H -3.203 0.227 4.913 -0.522 -0.391 -0.215 -0.59
C -2.064 1.063 -9.540 -0.028 -0.102 -0.110 -0.31
Cl -2.471 2.091 -8.160 -0.083 0.051 0.052 -0.13
Cl -0.345 0.650 -9.550 -0.008 -0.034 -0.042 -0.14
H -2.645 0.149 -9.480 0.077 0.027 0.107 0.26
H -2.303 1.595 -10.455 0.088 0.069 0.087 0.33
C -2.147 2.521 4.193 -0.188 0.250 0.068 -0.20
Cl -1.551 1.385 5.408 0.695 0.531 0.289 -0.20
Cl -0.941 2.818 2.932 -0.073 0.090 -0.014 -0.08
H -3.038 2.106 3.730 0.153 -0.006 -0.022 0.04
H -2.385 3.463 4.678 0.158 -0.029 0.014 0.36
C -6.734 -1.289 8.687 -0.049 -0.080 -0.117 -0.06
Cl -8.193 -1.325 9.681 -0.010 -0.041 -0.064 -0.16
Cl -5.409 -0.461 9.514 -0.336 0.324 0.244 -0.17
H -6.429 -2.309 8.473 0.028 0.043 0.107 0.26
H -6.951 -0.765 7.763 0.004 0.073 0.107 0.14
C -1.737 8.418 4.224 0.130 0.038 -0.015 -0.18
Cl -2.807 7.463 5.258 0.061 -0.041 0.059 -0.16
Cl -2.553 8.929 2.743 -0.106 0.101 0.174 -0.16
H -1.416 9.300 4.770 -0.134 -0.016 -0.011 0.29
H -0.875 7.814 3.958 -0.106 -0.035 -0.047 0.20
C 3.582 -9.048 -6.951 0.125 -0.018 -0.012 0.04
Cl 2.755 -10.139 -5.832 0.072 0.026 0.041 -0.14
Cl 2.479 -8.436 -8.190 0.044 0.068 -0.020 -0.15
H 3.981 -8.209 -6.392 -0.099 -0.024 -0.001 -0.06
H 4.389 -9.588 -7.435 -0.129 -0.050 -0.031 0.30
C 4.056 -5.031 1.253 0.133 -0.239 0.119 -0.34
Cl 3.898 -3.283 1.046 1.722 -0.349 1.238 -0.08
Cl 3.882 -5.866 -0.295 -0.038 -0.037 -0.003 -0.09
H 5.035 -5.250 1.667 -0.008 0.046 -0.115 0.36
H 3.280 -5.377 1.929 -0.056 0.108 -0.063 0.24
C -2.204 -2.923 7.235 0.014 -0.039 0.277 -0.49
Cl -1.784 -2.395 5.595 0.734 -0.522 0.269 -0.06
Cl -3.225 -1.734 8.051 0.337 -0.413 -0.270 -0.05
H -2.739 -3.865 7.174 -0.036 0.093 -0.095 0.28
H -1.289 -3.053 7.805 0.008 0.097 -0.099 0.32
```
Positions in Å, forces in eV/Å.

Properties
Energy relative to the best compared isomer or geometry (same formula, charge and spin)   0.0 kcal/mol
2S+1   1
Electronic energy   -14999.432649 hartree
HOMO-LUMO gap   9.50 eV
F_max   3.23 eV Å⁻¹
LUMO   -2.56 eV
Net charge   +1

***

Below is a molecular structure, H22Mg3O35S6, with properties calculated with the ωB97M-V functional and the def2-TZVPD basis.

XYZ file:
```
66
Properties=species:S:1:pos:R:3:forces:R:3:mulliken_charge:R:1
Mg -1.502 -2.466 0.730 1.150 -2.374 0.105 0.95
Mg 0.308 1.409 2.666 1.642 -0.944 0.316 1.29
Mg 2.959 1.134 -1.396 -1.141 -1.026 -0.085 1.25
S -0.117 0.119 -0.334 0.876 0.195 1.845 0.19
O -1.196 0.834 -1.060 -0.199 0.944 -0.764 0.02
O 1.216 0.353 -0.893 -1.693 0.050 -0.307 0.13
O -0.171 0.680 1.043 -0.568 -0.267 -1.460 -0.11
O -0.447 -1.283 -0.246 0.835 0.956 -1.386 -0.32
S -4.424 -2.474 -0.504 -1.660 -1.664 -1.442 1.13
O -5.266 -1.748 0.468 -0.170 0.799 0.247 -0.80
O -4.703 -3.918 -0.367 0.289 0.192 0.363 -0.76
O -4.717 -2.064 -1.901 0.001 0.601 0.331 -0.85
O -2.969 -2.190 -0.263 -1.564 0.987 0.010 -0.10
S 3.554 1.303 1.799 0.652 -0.811 1.042 1.68
O 2.188 1.313 2.380 0.609 0.233 -0.311 -0.88
O 3.467 1.172 0.326 0.247 0.338 0.287 -0.02
O 4.150 2.620 2.027 0.647 1.370 0.510 -0.83
O 4.334 0.193 2.336 -0.199 0.711 -0.073 -0.82
S 0.295 -0.476 5.132 -0.190 0.227 1.343 1.14
O 0.382 -0.214 3.643 -0.325 -0.148 0.401 -0.89
O 0.812 -1.815 5.362 0.115 -0.413 0.198 -0.75
O 1.023 0.551 5.910 0.793 0.396 -0.512 -0.84
O -1.114 -0.324 5.541 -1.303 -0.210 -0.334 -0.85
S -0.705 -5.394 -0.728 1.108 -0.419 -2.428 1.07
O 0.646 -5.264 -1.301 0.334 0.075 0.474 -0.74
O -1.642 -5.612 -1.832 -0.916 -0.638 -0.361 -0.80
O -0.726 -6.490 0.241 -0.366 -0.990 1.310 -0.81
O -1.103 -4.124 -0.072 0.133 0.600 1.322 -0.39
S 4.361 -1.090 -3.214 0.906 -1.580 0.438 1.31
O 3.916 -0.315 -2.019 0.337 -0.241 0.587 -0.55
O 4.012 -2.488 -3.051 0.402 0.073 -0.041 -0.69
O 3.664 -0.533 -4.383 -1.054 1.133 -1.752 -0.97
O 5.802 -0.852 -3.353 0.894 0.085 -0.325 -0.83
O -3.709 0.164 1.559 0.239 0.488 1.012 -0.49
H -2.875 0.543 1.865 0.135 0.020 -0.348 0.21
H -3.999 0.751 0.858 -0.055 -0.451 -0.338 0.21
O 1.953 3.209 -1.160 0.340 0.758 0.313 -0.47
H 1.181 3.626 -1.559 -0.115 -0.552 -0.435 0.10
H 2.501 3.937 -0.838 0.155 -0.292 0.170 0.25
O -0.678 -0.367 -3.461 -0.166 -0.113 -0.699 -0.75
H -0.370 0.517 -3.266 0.203 0.010 0.083 0.29
H -1.367 -0.535 -2.807 0.027 -0.253 0.005 0.34
O -2.306 2.768 0.484 -0.254 0.696 0.236 -0.60
H -3.239 2.704 0.266 0.070 -0.049 -0.161 0.23
H -1.888 2.000 0.029 0.159 -0.148 -0.001 0.07
O 0.274 -2.564 1.927 -0.460 0.551 0.961 -0.50
H 0.428 -1.767 2.472 0.106 -0.076 0.200 0.23
H 1.147 -2.958 1.814 -0.169 -0.178 -0.528 0.22
O 2.346 1.266 -3.254 -0.990 2.074 -0.689 -0.43
H 2.616 0.542 -3.881 0.954 -1.049 -0.040 0.29
H 2.456 2.086 -3.746 -0.214 -0.128 -0.050 0.13
O -3.602 1.514 -2.351 0.230 0.503 0.099 -0.67
H -4.219 1.707 -1.642 -0.128 -0.410 0.017 0.29
H -2.799 1.185 -1.895 -0.443 -0.202 -0.293 0.35
O -1.541 1.859 3.111 -1.280 0.828 0.916 -0.34
H -1.979 2.686 2.884 0.048 -0.217 -0.569 0.11
H -2.174 1.372 3.661 0.602 -0.433 0.333 0.27
O 0.498 3.274 1.761 -0.273 1.258 -0.155 -0.49
H 0.316 4.196 1.960 -0.059 -0.125 0.095 0.18
H 1.042 3.286 0.961 0.209 -0.665 0.130 0.05
O 2.125 -2.401 -0.474 0.381 0.856 0.008 -0.74
H 1.229 -2.071 -0.289 0.523 -0.482 -0.375 0.24
H 2.558 -1.676 -0.983 -0.337 -0.945 0.495 0.13
O -0.760 2.908 -2.632 0.588 0.133 -0.033 -0.79
H -0.637 3.615 -1.995 -0.530 -0.051 0.217 0.21
H -0.815 2.077 -2.066 -0.119 0.404 -0.127 0.30
```
Positions in Å, forces in eV/Å.

Properties
2S+1   1
Electronic energy   -5635.950015 hartree
HOMO-LUMO gap   1.32 eV
F_max   2.76 eV Å⁻¹
LUMO   9.01 eV
Net charge   -6

***

Below is a molecular structure, C4H2O2, with properties calculated with the ωB97M-V functional and the def2-TZVPD basis.

XYZ file:
```
8
Properties=species:S:1:pos:R:3:forces:R:3:mulliken_charge:R:1
O -0.015 0.420 1.713 -0.403 0.697 -0.710 -0.44
C 0.078 1.224 0.823 -0.097 0.223 0.604 0.22
C -0.605 1.215 -0.606 0.235 -0.310 1.148 -0.35
C -0.136 0.103 -0.863 -0.185 -0.072 -0.584 0.33
C 0.143 -1.306 -0.768 0.073 -0.522 -0.543 -0.02
O 0.132 -2.041 -1.721 0.049 -0.142 0.297 -0.43
H 0.699 2.117 0.901 0.254 0.129 0.044 0.36
H 0.305 -1.621 0.284 0.074 -0.001 -0.257 0.32
```
Positions in Å, forces in eV/Å.

Properties
Energy relative to the best compared isomer or geometry (same formula, charge and spin)   48.1 kcal/mol
2S+1   1
Electronic energy   -303.933192 hartree
HOMO-LUMO gap   10.43 eV
F_max   1.21 eV Å⁻¹
LUMO   -0.66 eV